(1)
C20H22F6IN3O7OsS2 | the ωB97M-V functional and the def2-TZVPD basis

The geometry in XYZ format:
```
62
C20H22F6IN3O7OsS2 the ωB97M-V functional and the def2-TZVPD basis
Os 0.308 0.155 0.560
C 2.702 1.484 -3.174
C 1.542 0.599 -3.399
N 1.043 0.446 -4.612
C -0.017 -0.337 -4.778
C -0.675 -1.065 -3.732
C -1.890 -1.909 -4.047
O -2.907 -1.732 -3.080
C -0.188 -0.945 -2.459
C -0.797 -1.721 -1.380
N -0.745 -1.467 -0.122
C -1.607 -2.220 0.760
C -2.809 -2.746 0.293
C -3.629 -3.477 1.134
C -3.277 -3.674 2.460
C -2.110 -3.107 2.955
C -1.300 -2.383 2.103
I 0.412 -1.485 2.905
C 0.928 -0.084 -2.250
O 1.452 0.111 -1.105
H 2.933 2.022 -4.088
H 3.570 0.881 -2.883
H 2.512 2.177 -2.352
H -0.375 -0.423 -5.799
H -1.609 -2.964 -4.029
H -2.237 -1.694 -5.059
H -3.461 -0.978 -3.314
H -1.366 -2.591 -1.681
H -3.137 -2.541 -0.720
H -4.559 -3.876 0.752
H -3.917 -4.243 3.121
H -1.844 -3.223 3.997
F -4.607 2.073 -0.071
C -3.983 1.447 0.899
F -4.313 1.925 2.073
F -4.210 0.143 0.836
S -2.164 1.638 0.632
O -1.509 0.752 1.651
O -1.864 1.140 -0.702
N -1.876 3.134 0.869
S -0.334 3.541 0.858
O 0.521 2.353 0.555
O -0.059 4.700 0.100
C -0.018 3.912 2.650
F 0.096 2.751 3.293
F 1.104 4.593 2.739
F -1.025 4.597 3.137
C 3.406 -1.894 0.826
C 3.666 -0.414 0.674
O 2.612 0.407 1.232
C 2.953 1.051 2.486
C 3.529 2.426 2.249
H 4.232 -2.446 0.376
H 2.485 -2.192 0.318
H 3.335 -2.188 1.874
H 3.755 -0.141 -0.374
H 4.596 -0.135 1.168
H 3.662 0.416 3.018
H 2.037 1.101 3.078
H 4.502 2.362 1.761
H 3.657 2.945 3.200
H 2.864 3.010 1.617
```

Output
Total energy (eV): -88423.09662
Frontier orbital gap (spin up / spin down) (eV): 7.62 / 5.44
Energy relative to the best compared isomer or geometry (same formula, charge and spin) (kJ/mol): 10.1
Total charge: +2
Spin multiplicity: 5
LUMO (spin up / spin down) (eV): -7.34 / -9.70
HOMO (spin up / spin down) (eV): -14.96 / -15.14
⟨S²⟩: 6.03


(2)
C20H22IrN4S3 | the ωB97M-V functional and the def2-TZVPD basis

The geometry in XYZ format:
```
50
C20H22IrN4S3 the ωB97M-V functional and the def2-TZVPD basis
Ir -0.037 -0.037 -0.903
C 2.846 -1.003 -1.665
N 2.157 -0.041 -0.769
C 2.353 -0.461 0.650
C 1.327 0.216 1.533
N -0.046 -0.204 1.116
C -0.333 -1.599 1.569
C -1.107 0.656 1.692
C -1.001 1.127 2.991
C -2.048 1.849 3.541
C -3.195 2.078 2.792
C -3.295 1.597 1.499
C -2.248 0.878 0.927
S -2.334 0.270 -0.722
C 2.720 1.311 -0.957
C 4.097 1.502 -0.887
C 4.633 2.766 -1.055
C 3.790 3.847 -1.286
C 2.423 3.660 -1.338
C 1.873 2.387 -1.175
S 0.128 2.182 -1.256
H 3.881 -1.152 -1.356
H 2.340 -1.964 -1.632
H 2.828 -0.613 -2.680
H 2.254 -1.546 0.689
H 3.358 -0.205 0.991
H 1.501 -0.046 2.577
H 1.380 1.300 1.425
H -0.293 -1.624 2.660
H -1.326 -1.868 1.223
H 0.383 -2.293 1.142
H -0.116 0.939 3.583
H -1.967 2.229 4.550
H -4.012 2.645 3.216
H -4.180 1.791 0.907
H 4.761 0.667 -0.706
H 5.704 2.907 -1.005
H 4.202 4.838 -1.420
H 1.759 4.499 -1.506
S -0.170 -2.313 -1.770
C -1.818 -2.757 -1.589
N -2.632 -2.627 -2.669
C -3.944 -2.939 -2.645
C -4.480 -3.415 -1.488
C -3.602 -3.547 -0.404
N -2.320 -3.240 -0.450
H -2.210 -2.250 -3.508
H -4.497 -2.788 -3.560
H -5.523 -3.677 -1.416
H -3.964 -3.928 0.545
```

Output
Total energy (eV): -62397.96505
Frontier orbital gap (eV): 6.40
Total charge: +1
LUMO (eV): -3.60
HOMO (eV): -10.00